a | C2H3NO2 | ωB97M-V with the def2-TZVPD basis set

Atoms and positions in Å:
O: 1.26053 -1.71466 -0.75119
C: 0.43371 -0.84339 -0.64749
N: 0.25936 -0.05874 0.49443
C: -0.73845 0.90106 0.50976
O: -1.49121 1.08271 -0.41786
H: -0.27864 -0.55308 -1.43158
H: 0.86607 -0.20486 1.29404
H: -0.79800 1.48888 1.43938

## Properties
* lowest unoccupied orbital energy: 0.68 eV
* Kohn-Sham gap: 11.010 eV
* highest occupied orbital energy: -10.328 eV

In elementary charge units, the Löwdin charges are:
1 O 0.06
2 C -0.30
3 N 0.09
4 C -0.31
5 O 0.04
6 H 0.14
7 H 0.15
8 H 0.13



b | C2H3NO2 | ωB97M-V with the def2-TZVPD basis set

Atoms and positions in Å:
O: 1.57996 1.18377 -0.05395
C: 0.54153 0.62532 -0.00892
C: 0.18572 -0.75015 -0.42046
O: -1.16968 -0.47638 -0.04566
N: -0.75771 0.85844 0.40313
H: 0.08701 -1.12108 -1.46873
H: 0.48442 -1.47546 0.23675
H: -0.95125 1.15554 1.35784

## Properties
* lowest unoccupied orbital energy: 0.81 eV
* Kohn-Sham gap: 10.632 eV
* highest occupied orbital energy: -9.818 eV

In elementary charge units, the Löwdin charges are:
1 O 0.13
2 C -0.49
3 C -0.08
4 O -0.09
5 N 0.12
6 H 0.15
7 H 0.10
8 H 0.15



c | C2H3NO2 | ωB97M-V with the def2-TZVPD basis set

Atoms and positions in Å:
C: 0.17781 -0.71352 0.21387
C: 1.40153 -0.10207 0.01619
N: -2.07458 0.57635 -0.75636
O: -1.93328 1.73801 -0.79767
O: 0.43157 0.68234 0.53823
H: -0.57329 -0.59005 -0.61020
H: 0.09991 -1.37904 1.07251
H: 2.47033 -0.21201 0.32344

## Properties
* lowest unoccupied orbital energy (alpha / beta): 0.11 / -0.39 eV
* Kohn-Sham gap (alpha / beta): 8.051 / 8.454 eV
* highest occupied orbital energy (alpha / beta): -7.945 / -8.845 eV

In elementary charge units, the Löwdin charges are:
1 C -0.17
2 C -0.13
3 N 0.07
4 O 0.01
5 O -0.07
6 H 0.06
7 H 0.11
8 H 0.11



Stability, lowest: c



a | C2H3NO2 | ωB97M-V with the def2-TZVPD basis set

Atoms and positions in Å:
C: 1.38803 0.67197 -0.10971
N: 0.11254 0.79911 0.06692
C: -0.95118 -0.13921 -0.07882
O: -2.08748 0.15520 -0.38917
O: -0.68642 -1.28139 0.47713
H: 2.11561 1.45499 0.23372
H: 1.71666 -0.04238 -0.93432
H: -1.60776 -1.61827 0.73425

## Properties
* lowest unoccupied orbital energy: 0.12 eV
* Kohn-Sham gap: 10.369 eV
* highest occupied orbital energy: -10.248 eV

In elementary charge units, the Löwdin charges are:
1 C 0.01
2 N 0.09
3 C -0.65
4 O 0.08
5 O 0.11
6 H 0.09
7 H 0.10
8 H 0.18



b | C2H3NO2 | ωB97M-V with the def2-TZVPD basis set

Atoms and positions in Å:
O: -2.67612 0.84231 -0.35232
C: -1.76821 0.61731 -0.99258
N: 0.02882 -0.06125 0.98060
C: 1.05767 -0.32411 0.29118
O: 1.07191 -0.29274 -1.04342
H: 0.18339 -0.00627 -1.33094
H: 0.23522 -0.15446 1.97078
H: 2.03770 -0.59945 0.68402

## Properties
* lowest unoccupied orbital energy: 1.02 eV
* Kohn-Sham gap: 11.577 eV
* highest occupied orbital energy: -10.552 eV

In elementary charge units, the Löwdin charges are:
1 O 0.06
2 C 0.03
3 N 0.08
4 C -0.37
5 O 0.01
6 H 0.02
7 H 0.05
8 H 0.13



Stability, lowest: a



a | C2H3NO2 | ωB97M-V with the def2-TZVPD basis set

Atoms and positions in Å:
C: -0.46053 -0.45066 1.49968
N: -0.86977 0.60578 1.21950
O: -1.28767 1.60268 0.77560
H: 0.37559 -1.09057 1.57422
C: 0.60369 -0.11987 -1.24621
O: 0.23151 -1.19598 -0.92636
H: 0.02896 0.24963 -2.07600
H: 1.37822 0.39899 -0.82042

## Properties
* lowest unoccupied orbital energy: 0.80 eV
* Kohn-Sham gap: 10.801 eV
* highest occupied orbital energy: -10.002 eV

In elementary charge units, the Löwdin charges are:
1 C 0.12
2 N -0.24
3 O 0.05
4 H 0.08
5 C -0.14
6 O -0.01
7 H 0.09
8 H 0.06



b | C2H3NO2 | ωB97M-V with the def2-TZVPD basis set

Atoms and positions in Å:
O: 0.91869 1.71826 -0.11593
C: 0.78080 0.77133 0.60235
N: -0.14268 -0.25508 0.40966
C: -0.71850 -0.55972 -0.84493
O: -0.88440 0.23953 -1.71726
H: 1.39975 0.67047 1.51367
H: -0.33537 -0.97538 1.09311
H: -1.01829 -1.60940 -0.94067

## Properties
* lowest unoccupied orbital energy: 0.58 eV
* Kohn-Sham gap: 10.634 eV
* highest occupied orbital energy: -10.056 eV

In elementary charge units, the Löwdin charges are:
1 O 0.08
2 C -0.32
3 N 0.08
4 C -0.30
5 O 0.09
6 H 0.13
7 H 0.13
8 H 0.13



c | C2H3NO2 | ωB97M-V with the def2-TZVPD basis set

Atoms and positions in Å:
C: -0.93746 0.54069 0.06105
C: 3.00862 -0.35062 -0.01409
N: 0.26858 0.21545 -0.04838
O: 4.07605 0.11042 0.07067
O: 1.19946 1.03962 -0.09220
H: -1.73843 -0.30336 0.15635
H: -1.37386 1.49016 0.02661
H: 2.40116 -1.38453 -0.16260

## Properties
* lowest unoccupied orbital energy (alpha / beta): -0.61 / -0.13 eV
* Kohn-Sham gap (alpha / beta): 7.507 / 8.997 eV
* highest occupied orbital energy (alpha / beta): -8.113 / -9.127 eV

In elementary charge units, the Löwdin charges are:
1 C -0.08
2 C 0.03
3 N -0.24
4 O 0.13
5 O -0.12
6 H 0.09
7 H 0.04
8 H 0.15



Stability, lowest: c



a | C2H3NO2 | ωB97M-V with the def2-TZVPD basis set

Atoms and positions in Å:
C: 0.19203 -0.04557 -0.17213
C: -1.02819 -0.53556 0.30905
N: 1.50127 0.26289 0.16961
O: 2.73112 -0.21220 -0.11823
O: -2.20082 -0.54046 -0.23131
H: -0.09800 0.73174 -0.80493
H: 1.77025 1.23670 0.53965
H: -2.86765 -0.89754 0.30829

## Properties
* lowest unoccupied orbital energy (alpha / beta): -0.91 / 0.25 eV
* Kohn-Sham gap (alpha / beta): 7.765 / 9.217 eV
* highest occupied orbital energy (alpha / beta): -8.679 / -8.969 eV

In elementary charge units, the Löwdin charges are:
1 C -0.14
2 C -0.05
3 N -0.15
4 O -0.10
5 O 0.08
6 H 0.09
7 H 0.17
8 H 0.10



b | C2H3NO2 | ωB97M-V with the def2-TZVPD basis set

Atoms and positions in Å:
C: -1.70908 -0.12891 -0.17115
N: -0.54743 -0.67054 0.16576
O: 0.40898 0.45450 -0.14224
C: 1.79926 0.27911 0.09704
O: 2.29833 -0.76437 -0.20556
H: -2.37613 -1.11827 0.15924
H: -2.30368 0.85283 -0.30686
H: 2.42976 1.09564 0.40377

## Properties
* lowest unoccupied orbital energy: 0.42 eV
* Kohn-Sham gap: 10.998 eV
* highest occupied orbital energy: -10.579 eV

In elementary charge units, the Löwdin charges are:
1 C -0.03
2 N 0.05
3 O -0.16
4 C -0.29
5 O 0.07
6 H 0.12
7 H 0.11
8 H 0.13



Stability, lowest: a



a | C2H3NO2 | ωB97M-V with the def2-TZVPD basis set

Atoms and positions in Å:
C: 0.32770 -0.69892 0.16138
C: 0.92402 0.43919 -0.11753
N: -0.98402 -1.04305 -0.04543
O: -1.74749 1.12094 0.16375
O: -1.90562 -0.17225 -0.11924
H: 0.85683 -1.46661 0.56184
H: 0.57456 1.28589 -0.56307
H: 1.95401 0.53481 -0.04170

## Properties
* lowest unoccupied orbital energy (alpha / beta): -1.40 / -1.36 eV
* Kohn-Sham gap (alpha / beta): 9.055 / 8.363 eV
* highest occupied orbital energy (alpha / beta): -10.455 / -9.722 eV

In elementary charge units, the Löwdin charges are:
1 C -0.17
2 C 0.10
3 N 0.07
4 O -0.06
5 O -0.11
6 H 0.08
7 H 0.04
8 H 0.05



b | C2H3NO2 | ωB97M-V with the def2-TZVPD basis set

Atoms and positions in Å:
O: 0.48193 1.67617 -0.00111
C: 0.80943 0.64223 0.54328
N: 0.14368 -0.52771 0.28927
C: -0.92407 -0.36043 -0.65007
O: -0.96390 -0.87550 -1.72866
H: 1.63949 0.57650 1.26151
H: 0.51679 -1.43471 0.53803
H: -1.70335 0.30345 -0.25225

## Properties
* lowest unoccupied orbital energy: 0.72 eV
* Kohn-Sham gap: 11.231 eV
* highest occupied orbital energy: -10.510 eV

In elementary charge units, the Löwdin charges are:
1 O 0.04
2 C -0.34
3 N 0.07
4 C -0.29
5 O 0.10
6 H 0.13
7 H 0.14
8 H 0.14



c | C2H3NO2 | ωB97M-V with the def2-TZVPD basis set

Atoms and positions in Å:
O: 0.08360 1.71695 -1.19621
C: 0.02320 1.17137 -0.14511
C: -0.24704 -0.29052 0.15756
N: 0.38290 -1.30324 -0.71573
O: 0.94929 -2.17100 -0.09491
H: 0.14639 1.76667 0.77483
H: -0.01117 -0.46475 1.21467
H: -1.32719 -0.42546 0.00491

## Properties
* lowest unoccupied orbital energy: -0.40 eV
* Kohn-Sham gap: 9.253 eV
* highest occupied orbital energy: -9.655 eV

In elementary charge units, the Löwdin charges are:
1 O 0.08
2 C -0.27
3 C -0.16
4 N -0.03
5 O 0.01
6 H 0.12
7 H 0.11
8 H 0.14



d | C2H3NO2 | ωB97M-V with the def2-TZVPD basis set

Atoms and positions in Å:
H: 1.39575 -0.11478 -1.82778
N: 1.01377 -0.08290 -0.88698
C: -0.23155 0.10854 -0.90815
O: -0.95769 0.19224 0.23166
C: -0.26449 -0.06079 1.41450
O: -0.13370 -1.15737 1.85450
H: -0.88922 0.24064 -1.77078
H: 0.06714 0.87442 1.89303

## Properties
* lowest unoccupied orbital energy: 0.87 eV
* Kohn-Sham gap: 11.722 eV
* highest occupied orbital energy: -10.849 eV

In elementary charge units, the Löwdin charges are:
1 H 0.06
2 N 0.13
3 C -0.29
4 O -0.01
5 C -0.30
6 O 0.13
7 H 0.14
8 H 0.15



Stability, lowest: a



a | C2H3NO2 | ωB97M-V with the def2-TZVPD basis set

Atoms and positions in Å:
C: -1.29284 -0.27329 0.10249
C: 0.04103 0.15967 -0.10601
N: -2.36268 -0.65953 0.25675
O: 0.23276 1.44295 -0.40409
O: 0.94802 -0.68742 -0.64968
H: 0.51886 0.03009 1.83672
H: 1.17246 1.59714 -0.57979
H: 0.74239 -1.60962 -0.45639

## Properties
* lowest unoccupied orbital energy (alpha / beta): -0.54 / -0.46 eV
* Kohn-Sham gap (alpha / beta): 8.165 / 8.640 eV
* highest occupied orbital energy (alpha / beta): -8.703 / -9.104 eV

In elementary charge units, the Löwdin charges are:
1 C -0.19
2 C -0.53
3 N 0.19
4 O 0.08
5 O 0.06
6 H 0.13
7 H 0.14
8 H 0.13



b | C2H3NO2 | ωB97M-V with the def2-TZVPD basis set

Atoms and positions in Å:
C: 1.40304 -0.46340 0.83371
N: 0.65928 0.52933 0.29292
O: -0.34972 -0.23313 -0.39915
C: -1.38910 0.36741 -0.82597
O: -1.53119 1.53730 -0.78570
H: 2.16629 0.12191 1.12299
H: 1.10557 -1.53737 0.95216
H: -2.06417 -0.32205 -1.19095

## Properties
* lowest unoccupied orbital energy: 0.22 eV
* Kohn-Sham gap: 10.734 eV
* highest occupied orbital energy: -10.510 eV

In elementary charge units, the Löwdin charges are:
1 C 0.06
2 N 0.09
3 O -0.07
4 C -0.43
5 O 0.10
6 H 0.02
7 H 0.11
8 H 0.12



c | C2H3NO2 | ωB97M-V with the def2-TZVPD basis set

Atoms and positions in Å:
O: 1.66071 1.08041 1.21450
C: 0.87782 0.80684 0.33853
N: -0.08016 -0.18597 0.44580
C: -0.88015 -0.62960 -0.60783
O: -1.19033 -1.78229 -0.75621
H: 0.88812 1.31036 -0.64377
H: -0.03177 -0.78971 1.25842
H: -1.24424 0.18997 -1.24944

## Properties
* lowest unoccupied orbital energy: 0.74 eV
* Kohn-Sham gap: 11.424 eV
* highest occupied orbital energy: -10.681 eV

In elementary charge units, the Löwdin charges are:
1 O 0.05
2 C -0.33
3 N 0.09
4 C -0.32
5 O 0.07
6 H 0.14
7 H 0.16
8 H 0.14



Stability, lowest: a